{"formula": "C16H25N3OS", "method": "ωB97M-V with the def2-TZVPD basis set", "e_tot_ev": -34350.9565, "homo_ha": -0.2725, "symbols": ["C", "O", "C", "C", "C", "N", "C", "S", "N", "C", "C", "C", "C", "N", "C", "C", "C", "C", "C", "C", "C", "H", "H", "H", "H", "H", "H", "H", "H", "H", "H", "H", "H", "H", "H", "H", "H", "H", "H", "H", "H", "H", "H", "H", "H", "H"], "xyz": [[-1.2745, 4.3195, -4.7924], [-0.1540, 3.7112, -5.3822], [1.0782, 4.0304, -4.7746], [1.3186, 3.3203, -3.4403], [1.3225, 1.8006, -3.6274], [1.4313, 1.0846, -2.3796], [2.6162, 0.9040, -1.7585], [4.0673, 1.3349, -2.4299], [2.6184, 0.3405, -0.5233], [1.5559, -0.1944, 0.2169], [1.5530, -0.0427, 1.6004], [0.5425, -0.5723, 2.3744], [-0.5245, -1.2782, 1.8017], [-1.5957, -1.7440, 2.5415], [-1.7117, -1.4383, 3.9510], [-0.9962, -2.4724, 4.8257], [-1.5696, -3.8576, 4.5354], [-1.4900, -4.1463, 3.0385], [-2.1881, -3.0332, 2.2483], [-0.4991, -1.4358, 0.4089], [0.5187, -0.9205, -0.3648], [-1.1497, 5.4080, -4.7343], [-2.1223, 4.0879, -5.4347], [-1.4753, 3.9351, -3.7857], [1.1560, 5.1184, -4.6313], [1.8383, 3.7155, -5.4939], [2.2845, 3.6361, -3.0448], [0.5466, 3.6012, -2.7194], [2.1766, 1.5169, -4.2464], [0.4024, 1.4866, -4.1253], [0.6033, 1.0467, -1.8011], [3.5202, 0.3673, -0.0669], [2.3635, 0.4912, 2.0759], [0.6028, -0.4353, 3.4417], [-1.3436, -0.4296, 4.1399], [-2.7812, -1.4497, 4.1933], [-1.1241, -2.2188, 5.8792], [0.0717, -2.4674, 4.5985], [-1.0228, -4.6182, 5.0957], [-2.6143, -3.8913, 4.8551], [-1.9572, -5.1057, 2.8110], [-0.4433, -4.1937, 2.7286], [-2.1307, -3.2467, 1.1831], [-3.2461, -2.9905, 2.5310], [-1.2941, -1.9662, -0.0912], [0.5196, -1.1081, -1.4279]], "forces_ev_per_angstrom": [[-0.01, -0.01, 0.03], [-0.05, -0.15, -0.15], [0.21, 0.03, 0.28], [-0.17, -0.12, -0.42], [-0.05, 0.39, -0.25], [-0.02, -0.18, 0.55], [-0.06, 0.02, -0.01], [0.64, 0.17, -0.28], [0.20, -0.01, 0.13], [-0.42, -0.07, 0.26], [0.01, 0.06, -0.37], [-0.13, -0.18, 0.10], [0.25, 0.23, -0.25], [-0.42, 0.09, 0.15], [0.24, 0.07, 0.23], [-0.26, 0.04, -0.01], [0.28, 0.00, -0.09], [-0.27, 0.07, 0.05], [0.15, -0.37, -0.13], [-0.06, -0.08, 0.11], [0.21, -0.01, 0.08], [-0.02, -0.02, 0.00], [-0.05, 0.05, 0.07], [-0.02, 0.03, -0.01], [0.02, -0.07, -0.08], [0.03, 0.10, 0.06], [0.00, 0.01, 0.06], [0.01, 0.03, 0.05], [-0.16, -0.02, 0.01], [0.07, -0.02, 0.03], [0.04, -0.09, -0.06], [-0.10, 0.01, -0.25], [0.06, 0.09, 0.05], [-0.03, -0.02, 0.11], [-0.08, -0.01, -0.01], [0.05, 0.06, 0.03], [0.06, 0.03, 0.04], [0.07, 0.03, 0.04], [-0.08, -0.02, 0.04], [-0.06, -0.04, 0.05], [0.04, -0.06, -0.05], [0.03, -0.05, -0.05], [-0.10, 0.04, 0.04], [0.01, -0.03, -0.08], [-0.08, -0.03, -0.02], [-0.01, -0.01, -0.07]], "mulliken_charge": [-0.675, -0.348, -0.708, -0.224, -1.235, -0.105, 0.135, -0.415, -0.132, -0.041, -1.386, -0.298, 1.288, 0.009, -1.153, -0.414, -0.797, -0.539, -0.872, -0.407, -0.481, 0.303, 0.250, 0.261, 0.376, 0.373, 0.391, 0.250, 0.379, 0.395, 0.396, 0.260, 0.341, 0.290, 0.491, 0.429, 0.373, 0.285, 0.362, 0.313, 0.401, 0.278, 0.290, 0.406, 0.329, 0.578]}